# 1
This record from the OMol25 dataset describes C4H9NO in the gas phase. The level of theory is wB97M-V/def2-TZVPD.

Values from the calculation:
**ΔE to the lowest compared entry with this formula, charge and spin**: 22.13 kcal/mol
**Strongest force on any atom**: 1.27 eV/A
**Charge**: 0
**E_LUMO**: 0.9 eV
**Gap between HOMO and LUMO**: 10.424 eV

Atoms and positions in Å:
C: -0.84 1.19 -0.73
C: 0.06 -0.11 -0.52
C: 1.67 -0.30 -0.73
C: -0.08 -0.70 0.88
N: -1.09 -0.33 1.73
O: 0.78 -1.44 1.33
H: -0.72 1.98 0.01
H: -1.92 0.94 -0.70
H: -0.73 1.65 -1.72
H: -0.35 -0.81 -1.25
H: 2.07 -1.26 -0.32
H: 1.89 -0.33 -1.79
H: 2.27 0.45 -0.20
H: -2.02 -0.08 1.42
H: -1.01 -0.84 2.60


# 2
This record from the OMol25 dataset describes C3H4BrClO in the gas phase. The level of theory is wB97M-V/def2-TZVPD.

Values from the calculation:
**ΔE to the lowest compared entry with this formula, charge and spin**: 30.56 kcal/mol
**Strongest force on any atom**: 4.30 eV/A
**Charge**: 0
**E_LUMO**: 0.5 eV
**Gap between HOMO and LUMO**: 10.017 eV

Atoms and positions in Å:
O: 0.44 -1.89 0.62
C: -0.10 -1.46 -0.32
C: -0.38 0.31 -0.50
Br: -2.26 0.21 0.02
C: 0.52 1.10 0.51
Cl: 2.12 0.42 0.40
H: -0.73 -1.98 -1.08
H: -0.33 0.29 -1.58
H: 0.52 2.21 0.40
H: 0.21 0.79 1.52